{"formula": "C34H43F9O31P", "method": "the ωB97M-V functional and the def2-TZVPD basis", "elements": ["P", "F", "F", "F", "F", "F", "F", "F", "F", "F", "O", "O", "O", "O", "O", "O", "O", "O", "O", "O", "O", "O", "O", "O", "O", "O", "O", "O", "O", "O", "O", "O", "O", "O", "O", "O", "O", "O", "O", "O", "O", "C", "C", "C", "C", "C", "C", "C", "C", "C", "C", "C", "C", "C", "C", "C", "C", "C", "C", "C", "C", "C", "C", "C", "C", "C", "C", "C", "C", "C", "C", "C", "C", "C", "C", "H", "H", "H", "H", "H", "H", "H", "H", "H", "H", "H", "H", "H", "H", "H", "H", "H", "H", "H", "H", "H", "H", "H", "H", "H", "H", "H", "H", "H", "H", "H", "H", "H", "H", "H", "H", "H", "H", "H", "H", "H", "H", "H"], "positions_angstrom": [[-2.75318, -1.22062, 2.57443], [-8.75316, -2.06223, 3.72705], [-6.71390, 3.16581, 0.73714], [-1.19826, 4.51143, 3.05663], [11.53279, -4.10807, -0.69608], [6.74712, 3.61525, -4.59035], [-0.08284, 2.19831, -4.38888], [-4.07935, -3.61356, -1.55424], [1.73945, 6.88341, -2.68735], [7.60282, -1.57849, 0.88211], [-4.84242, -0.25360, 4.83016], [-3.89663, -5.78042, -0.93206], [-1.40515, 8.16861, 0.54626], [2.49770, 5.28944, -1.27215], [-1.03542, -1.06770, -3.81514], [-2.00168, -2.79634, 2.30018], [0.56314, 4.31123, -0.70584], [6.51850, -0.33239, -0.67988], [-6.18590, 0.97719, 0.52264], [-4.08353, -7.64255, 0.33003], [7.28200, -5.18962, -1.36765], [3.41308, -1.20569, 2.80333], [-8.23570, 0.07060, 0.57129], [-6.42510, -1.26664, 0.59363], [9.48114, -5.03721, -0.91881], [0.29474, -1.58355, -2.08095], [5.06869, 0.18003, -2.33619], [2.45652, 3.72600, 0.35746], [2.13584, -2.70336, 2.06933], [4.78067, -1.66110, -1.10527], [2.75542, 5.22160, -5.69949], [-6.66168, -1.22199, 3.88785], [-1.39697, 6.11011, 1.46711], [0.49454, 0.41277, -3.12649], [3.34471, 3.17635, -4.99536], [-2.36918, -0.72384, 0.95023], [-0.35149, 7.79832, 2.49605], [-5.39656, -5.86182, 0.71612], [8.49946, -3.52166, -2.23988], [4.87652, 4.80071, -5.07699], [-6.40424, -1.24618, 6.12363], [-8.40440, 1.48800, 0.66801], [-6.89213, -0.19152, 0.57227], [-7.69141, -1.79280, 5.84457], [-0.28587, 6.67329, 3.38896], [10.53116, -4.34928, -1.57726], [8.31023, -4.63657, -1.49613], [1.89375, 4.36986, -0.45292], [5.42554, -0.54580, -1.47102], [2.05023, -0.40720, 1.22294], [0.72012, -2.95062, 2.28860], [6.37179, -1.17497, 0.46206], [0.98104, 0.46236, 1.85908], [3.57375, 4.47250, -5.30332], [0.24769, 5.35501, -1.64960], [-0.54283, 5.51899, 2.44726], [4.61169, 2.56558, -4.67139], [-1.85739, -1.74555, 0.14944], [-0.04660, -0.83224, -2.91447], [-7.07743, 1.99998, 0.14286], [-5.84643, -0.83057, 4.93454], [-1.25532, 0.13131, -4.56203], [-4.42139, -6.54007, 0.07466], [-4.78510, -4.69330, -1.15477], [-1.08605, 7.43711, 1.41638], [-1.48886, -2.93111, 1.05743], [9.84705, -3.07320, -2.02854], [0.06927, 0.84663, -4.39981], [2.55822, -1.45828, 2.10022], [1.58248, 5.58754, -2.31603], [-0.01834, -3.26735, 1.00798], [5.56142, -2.31831, -0.09336], [5.43811, 3.76708, -4.27283], [-7.56236, -2.17754, 4.38619], [-5.42030, -4.50990, 0.20701], [-7.15786, -3.17611, 4.21769], [4.50591, 1.84029, -3.87493], [1.78326, 4.94323, -3.17159], [6.18458, -3.08323, -0.55352], [0.25362, -2.18916, 2.85876], [5.01713, 2.07279, -5.55471], [-3.17510, 0.14048, 2.80655], [10.91580, -4.96965, -2.38742], [-4.07630, -1.64514, 2.10391], [-0.52148, 5.03372, -2.34214], [-4.82921, -3.85867, 0.85529], [-6.43505, -4.12953, 0.15492], [0.34987, 5.12643, 1.95861], [-2.07323, 0.69637, -4.11454], [0.68162, 6.61896, 3.87706], [-5.48509, -4.96415, -1.94819], [-3.18399, -1.61789, 3.87816], [-8.55454, 1.77042, 1.71018], [5.35718, 4.04621, -3.22243], [0.82300, 0.58476, -5.14317], [9.86081, -2.31236, -1.24835], [-8.45712, -1.02841, 5.98884], [5.88560, -0.61784, 1.26209], [0.46021, -2.75047, 0.23836], [-1.45889, -0.79580, 3.14401], [-7.03869, 2.13010, -0.94026], [-1.02367, -1.30798, -0.35809], [4.92118, -2.78059, 0.65264], [-1.06652, 6.75721, 4.14433], [-9.25595, 1.81814, 0.07916], [0.24903, 0.67269, 1.14360], [-0.10260, 6.23850, -1.11470], [1.74205, -0.78097, 0.29772], [0.14867, -4.28413, 0.79665], [-1.49677, -0.09432, -5.59654], [0.54150, 0.03196, 2.70864], [-2.54295, -2.05482, -0.61159], [-7.90234, -2.63924, 6.49284], [0.69374, -3.81990, 2.86866], [-1.98760, -3.74852, 0.57472], [1.40517, 1.38597, 2.12046], [10.26582, -2.66052, -2.94091], [2.87539, 0.21358, 1.04860]], "atomic_forces_ev_per_a": [[-0.334, 1.248, 1.004], [0.097, -0.002, 0.043], [-0.001, -0.063, -0.043], [-0.006, 0.065, -0.084], [-0.062, -0.041, -0.012], [-0.042, 0.084, -0.058], [0.044, -0.023, 0.047], [-0.013, -0.106, -0.061], [0.078, -0.117, 0.051], [0.010, 0.080, -0.160], [0.470, 0.797, 0.154], [-0.354, -0.142, -0.113], [-0.147, 0.303, -0.385], [-0.112, -0.395, -0.163], [0.028, 0.199, -0.182], [-0.767, 0.434, 0.972], [0.183, 0.359, -0.236], [-0.241, 0.033, 0.134], [-0.235, -0.053, -0.317], [0.195, -0.444, 0.097], [-0.739, -0.331, 0.149], [6.823, 1.820, 5.255], [0.082, 0.332, -0.023], [0.095, -0.653, -0.096], [0.171, 0.032, -0.433], [0.453, -0.323, 0.167], [0.122, 0.357, -0.530], [0.289, -0.176, 0.444], [-1.172, -1.704, -0.193], [0.183, -0.148, 0.147], [-0.530, 0.482, -0.288], [0.151, -0.096, 0.378], [0.542, 0.207, 0.032], [0.083, -0.207, -0.284], [0.373, -0.093, 0.107], [0.039, -0.109, 0.212], [0.009, -0.194, 0.122], [-0.030, 0.225, -0.165], [0.367, 0.082, 0.042], [-0.052, -0.139, 0.373], [-0.131, -0.066, -0.244], [-0.147, -0.105, -0.099], [-0.072, 0.440, 0.161], [0.121, -0.079, 0.166], [0.124, 0.156, -0.042], [-0.174, 0.182, 0.349], [0.469, 0.232, 0.085], [-0.337, 0.305, -0.346], [-0.049, -0.145, 0.422], [-1.122, 0.272, 0.040], [0.185, -0.125, -1.269], [0.163, -0.041, -0.227], [0.756, -0.348, -0.453], [0.437, -0.368, 0.060], [-0.223, -0.230, 0.075], [-0.397, -0.192, 0.127], [-0.185, -0.130, 0.189], [0.136, 1.242, 1.156], [-0.250, 0.346, -0.211], [0.093, -0.104, 0.429], [-0.896, -0.528, 0.008], [-0.058, -0.151, -0.097], [-0.066, 0.543, -0.055], [0.297, 0.059, 0.313], [-0.046, -0.369, 0.379], [-0.058, -0.611, -1.835], [-0.034, 0.061, -0.141], [-0.194, 0.143, 0.358], [-3.993, -0.883, -3.311], [0.000, 0.368, 0.232], [0.325, 0.592, 1.321], [-0.317, -0.265, 0.247], [0.011, -0.012, -0.364], [-0.059, 0.306, -0.156], [-0.029, 0.073, 0.141], [-0.134, -0.081, -0.095], [-0.226, -0.045, 0.127], [-0.007, 0.082, -0.116], [0.124, 0.061, -0.034], [-0.307, 1.063, 0.389], [0.100, 0.134, -0.072], [-0.424, -0.217, -0.101], [0.117, -0.018, 0.024], [0.167, -0.252, -0.257], [-0.047, -0.273, 0.055], [0.133, 0.051, -0.112], [-0.106, -0.174, 0.084], [-0.035, -0.142, -0.004], [0.084, 0.130, 0.070], [0.115, 0.161, -0.131], [0.014, 0.048, -0.068], [0.376, -0.298, 0.199], [0.148, 0.082, 0.038], [0.104, -0.002, 0.044], [0.037, 0.132, -0.071], [0.047, -0.082, 0.128], [-0.059, 0.007, -0.156], [0.066, -0.022, 0.110], [0.647, 1.007, -1.454], [0.126, -0.117, -0.336], [0.023, 0.142, -0.009], [0.810, -0.162, -0.285], [-0.238, 0.103, -0.090], [-0.113, -0.102, -0.058], [-0.029, -0.176, -0.089], [-1.481, 0.202, -0.893], [0.126, 0.096, -0.032], [-0.724, -0.755, -1.490], [0.056, -1.517, -0.277], [0.040, -0.207, 0.007], [-0.807, -0.576, 1.045], [-0.791, -0.247, -0.514], [0.173, -0.012, 0.069], [0.141, -1.192, 1.208], [-0.385, -1.066, -0.402], [0.620, 1.315, 0.604], [-0.170, -0.062, -0.140], [1.356, 0.833, -0.425]], "mulliken_charge": [0.70, -0.30, -0.29, -0.30, -0.29, -0.29, -0.30, -0.17, -0.35, -0.29, -0.38, -0.30, -0.52, -0.38, -0.31, -0.68, -0.22, -0.35, -0.16, -0.54, -0.50, -0.59, -0.32, -0.37, -0.32, -0.45, -0.65, -0.53, -0.40, -0.36, -0.50, -0.09, -0.25, -0.09, -0.27, -0.54, -0.34, -0.36, -0.29, -0.36, -0.36, -0.45, 0.52, -0.47, -0.45, 0.28, 0.68, 0.72, 0.71, 0.34, -0.58, 0.40, -1.62, 0.69, -0.32, 0.52, -0.15, 0.88, 0.42, 0.27, 0.39, -0.48, 0.62, 0.20, 0.67, 1.14, -0.37, 0.35, 0.24, 0.71, -1.07, 0.26, 0.40, 0.33, 0.18, 0.28, 0.10, -0.02, -0.27, 0.39, 0.21, -0.09, 0.29, -0.41, 0.31, -0.02, 0.21, 0.10, 0.30, 0.30, 0.19, -0.19, 0.27, 0.27, 0.23, 0.26, 0.27, 0.22, 0.13, -0.26, 0.27, -0.72, 0.24, 0.28, 0.27, 0.25, 0.03, 0.29, 0.54, 0.28, 0.40, 0.01, 0.28, 0.38, -0.19, 0.48, 0.27, 0.23], "total_charge": -1, "lumo_energy_ev": 1.778, "energy_ha": -4894.02447, "homo_ev": -3.67, "homo_lumo_gap_ha": 0.2004}